(1)
The following is a DFT calculation (ωB97M-V/def2-TZVPD) of a structure of composition C47H64BrCl4CsFMgN2NaO11S at a distorted geometry.

Each line ends with the Mulliken spin population.
CARTESIAN COORDINATES (ANGSTROEM)
C 3.76 -2.59 4.11  0.001
C 3.36 -3.70 3.03  0.000
O 2.96 -4.75 3.45  0.000
O 3.49 -3.48 1.62  0.000
C 2.21 -3.10 1.06  0.001
C 1.95 -1.58 1.10  -0.001
N 2.80 -0.70 0.20  -0.001
C 3.54 -1.45 -0.78  0.001
C 4.90 -1.74 -0.55  -0.003
C 5.66 -2.48 -1.45  -0.003
C 5.12 -2.96 -2.65  0.000
C 3.78 -2.65 -2.90  0.000
C 3.02 -1.92 -2.00  0.001
S 1.32 -1.54 -2.35  -0.004
C 1.14 0.05 -1.54  0.014
C 0.25 1.00 -2.05  -0.018
C 0.08 2.20 -1.39  0.003
C -0.91 3.29 -1.83  0.000
C -2.06 3.33 -0.75  0.000
C -2.16 4.70 -0.02  0.000
O -3.32 2.93 -1.27  0.000
C -3.49 1.53 -1.26  0.003
C -3.90 0.96 0.09  -0.001
C -4.03 -0.43 0.23  0.000
C -4.39 -1.02 1.44  0.000
C -4.61 -0.25 2.59  0.000
C -4.50 1.14 2.44  0.000
C -4.14 1.73 1.23  0.001
C 0.82 2.47 -0.21  -0.002
C 1.70 1.51 0.27  -0.005
C 2.45 1.85 1.57  -0.007
C 3.87 2.38 1.18  -0.301
C 5.02 1.47 1.61  0.004
F 3.97 2.61 -0.17  -0.019
C 1.89 0.27 -0.39  -0.009
H 3.21 -2.85 5.02  0.000
H 4.87 -2.64 4.43  0.000
H 3.41 -1.54 3.82  0.000
H 2.04 -3.58 0.09  0.000
H 1.45 -3.55 1.73  0.000
H 0.89 -1.33 0.94  0.000
H 2.17 -1.26 2.14  -0.001
H 5.37 -1.39 0.38  -0.002
H 6.71 -2.73 -1.25  0.000
H 5.73 -3.52 -3.36  0.000
H 3.37 -3.00 -3.86  0.000
H -0.34 0.83 -2.96  -0.006
H -1.36 3.05 -2.80  0.000
H -0.43 4.28 -1.89  0.000
H -1.81 2.60 0.05  0.000
H -1.52 5.47 -0.47  0.000
H -1.85 4.57 1.04  0.000
H -3.21 5.01 0.04  0.000
H -2.60 0.97 -1.61  -0.002
H -4.32 1.30 -2.00  0.000
H -3.85 -1.12 -0.61  0.001
H -4.50 -2.10 1.51  0.000
H -4.88 -0.71 3.54  0.000
H -4.67 1.77 3.32  0.000
H -4.02 2.81 1.13  0.000
H 0.66 3.41 0.32  0.000
H 2.52 0.92 2.16  -0.012
H 1.93 2.63 2.16  0.023
H 4.07 3.44 1.72  0.011
H 4.99 1.37 2.74  0.002
H 5.02 0.50 1.07  -0.031
H 6.02 2.00 1.37  0.001
Na 5.29 -1.84 2.81  0.002
C -0.86 -1.99 -5.15  -0.013
O -1.81 -1.21 -4.59  0.845
H -1.17 -3.02 -5.37  0.074
H -0.49 -1.66 -6.13  0.074
H 0.06 -2.13 -4.58  0.014
Mg -6.05 0.26 -2.35  0.000
C -3.80 -3.20 -8.10  0.002
C -2.77 -2.36 -8.81  0.001
O -1.63 -3.22 -8.85  0.000
C -2.08 -4.50 -8.76  0.000
O -1.41 -5.46 -8.94  0.000
O -3.40 -4.53 -8.46  0.000
H -4.81 -3.00 -8.44  0.000
H -3.76 -3.09 -7.02  -0.002
H -3.06 -2.10 -9.83  0.000
H -2.54 -1.44 -8.27  -0.001
C 0.73 3.60 8.00  0.013
C 1.25 4.09 6.62  0.027
C 1.84 5.51 6.68  0.017
C 0.86 6.68 6.54  -0.016
C -0.17 6.43 5.44  0.022
C -0.86 5.07 5.63  0.041
N 0.13 3.96 5.64  0.372
O 0.63 3.83 4.44  0.534
C -1.69 5.14 6.93  0.004
C -1.91 4.86 4.53  -0.009
C 2.43 3.16 6.31  -0.020
H -0.31 3.29 7.97  -0.010
H 1.25 2.69 8.32  -0.001
H 0.84 4.35 8.78  0.000
H 2.57 5.63 5.87  0.005
H 2.41 5.63 7.60  0.002
H 0.37 6.89 7.49  -0.001
H 1.42 7.59 6.29  0.002
H -0.92 7.23 5.45  0.000
H 0.31 6.48 4.46  0.004
H -2.23 4.21 7.09  -0.005
H -2.42 5.94 6.86  0.000
H -1.10 5.34 7.82  0.000
H -1.49 4.87 3.53  -0.001
H -2.67 5.65 4.57  -0.001
H -2.43 3.91 4.68  0.003
H 2.10 2.13 6.16  0.001
H 3.13 3.17 7.14  0.000
H 2.98 3.48 5.42  0.008
Br 4.28 5.09 1.88  -0.636
C -1.73 -7.68 -3.62  0.000
C -1.28 -7.01 -4.90  0.000
C 0.03 -7.52 -5.43  0.000
O 0.52 -6.41 -6.17  0.000
C 0.05 -5.30 -5.54  0.006
O 0.47 -4.20 -5.71  0.004
O -0.96 -5.62 -4.70  0.002
H -2.31 -6.99 -3.00  0.000
H -2.33 -8.55 -3.84  0.000
H -0.88 -8.01 -3.02  0.000
H -2.07 -7.07 -5.65  0.000
H -0.08 -8.41 -6.05  0.000
H 0.76 -7.74 -4.63  0.000
C -7.30 -4.90 -8.56  0.000
Cl -7.59 -4.92 -6.82  0.000
Cl -8.49 -5.89 -9.41  0.000
Cl -7.31 -3.25 -9.18  0.000
H -6.32 -5.33 -8.74  0.000
Cl 5.44 -3.28 6.33  0.000
Cs 7.74 1.94 1.74  -0.002

Summary:
⟨S²⟩   1.76
HOMO-LUMO gap (alpha / beta)   1.999 / 3.361 eV
2S+1   2
Total charge   +1

=====

(2)
The following is a DFT calculation (ωB97M-V/def2-TZVPD) of a structure of composition C47H64CsN10O3S2Te at a distorted geometry.

Each line ends with the Löwdin charge.
CARTESIAN COORDINATES (ANGSTROEM)
Cs -0.16 0.73 0.34  1.129
C -2.26 6.45 -0.02  -0.056
N -2.33 5.25 0.78  -0.139
C -2.79 5.39 2.14  -0.032
C -1.85 4.04 0.35  -0.430
O -1.90 3.04 1.03  -0.051
C -1.24 4.06 -1.04  -0.149
O -0.44 2.93 -1.26  -0.298
C 0.32 3.11 -2.43  -0.124
C 1.21 1.90 -2.67  -0.436
O 1.02 0.86 -2.08  -0.212
N 2.21 2.05 -3.59  -0.140
C 3.00 0.89 -3.95  -0.026
C 2.39 3.21 -4.43  -0.055
H -2.92 7.20 0.43  0.087
H -2.61 6.28 -1.04  0.088
H -1.25 6.88 -0.06  0.095
H -3.85 5.68 2.17  0.089
H -2.20 6.14 2.67  0.095
H -2.67 4.44 2.65  0.075
H -0.63 4.97 -1.15  0.122
H -2.06 4.10 -1.78  0.123
H 0.94 4.01 -2.32  0.124
H -0.33 3.25 -3.31  0.146
H 2.64 0.04 -3.38  0.073
H 4.05 1.07 -3.73  0.093
H 2.88 0.67 -5.01  0.094
H 1.97 4.11 -3.98  0.074
H 1.94 3.07 -5.41  0.096
H 3.46 3.38 -4.57  0.090
C 3.79 -3.91 5.08  -0.045
C 4.89 -2.98 4.67  -0.216
C 6.20 -3.18 5.09  -0.063
C 7.22 -2.31 4.73  -0.109
C 6.94 -1.24 3.90  -0.097
C 5.64 -1.03 3.44  -0.032
C 4.61 -1.88 3.84  -0.199
N 3.29 -1.71 3.41  0.141
C 2.68 -0.57 2.85  -0.372
N 3.09 0.60 3.40  0.121
C 2.72 1.97 3.18  -0.245
C 1.71 2.33 2.28  -0.151
C 1.49 3.72 2.22  -0.197
C 2.18 4.67 2.96  -0.145
C 3.17 4.24 3.84  -0.107
C 3.46 2.88 3.96  -0.249
C 4.53 2.45 4.93  -0.067
N 1.79 -0.69 1.94  0.014
C 1.30 -1.94 1.53  -0.347
C 1.60 -2.41 0.25  -0.049
C 1.03 -3.56 -0.25  -0.093
C 0.13 -4.27 0.54  -0.086
C -0.19 -3.81 1.80  -0.061
C 0.38 -2.65 2.32  -0.236
C -0.02 -2.14 3.68  -0.044
H 4.17 -4.67 5.77  0.073
H 3.37 -4.44 4.22  0.086
H 2.98 -3.37 5.56  0.080
H 6.42 -4.02 5.73  0.104
H 8.23 -2.48 5.08  0.092
H 7.72 -0.56 3.58  0.099
H 5.43 -0.21 2.77  0.114
H 2.78 -2.56 3.20  0.115
H 3.73 0.46 4.16  0.086
H 0.73 4.10 1.53  0.050
H 1.96 5.73 2.87  0.076
H 3.72 4.95 4.44  0.088
H 4.98 3.31 5.41  0.067
H 5.34 1.90 4.43  0.067
H 4.14 1.80 5.72  0.079
H 2.28 -1.82 -0.36  0.110
H 1.24 -3.89 -1.26  0.088
H -0.35 -5.16 0.15  0.100
H -0.92 -4.33 2.40  0.107
H -1.08 -2.34 3.86  0.041
H 0.15 -1.07 3.77  0.078
H 0.54 -2.63 4.48  0.069
C -5.50 3.33 -4.55  -0.105
C -4.14 2.65 -4.66  -0.248
C -3.92 1.64 -3.57  -0.632
N -3.24 1.89 -2.51  0.032
N -3.20 0.83 -1.63  0.018
C -3.84 -0.19 -2.06  -0.804
N -4.00 -1.36 -1.36  0.065
S -4.59 0.05 -3.61  1.056
H -5.65 4.02 -5.38  0.067
H -5.57 3.88 -3.61  0.073
H -6.31 2.59 -4.57  0.067
H -3.34 3.38 -4.58  0.104
H -4.04 2.16 -5.63  0.107
H -3.19 -1.50 -0.74  0.064
H -4.02 -2.16 -1.99  0.061
S -3.72 -2.12 2.28  0.578
C -4.48 -0.64 2.11  -0.894
N -4.27 0.36 2.99  0.017
C -4.52 1.78 2.72  -0.172
C -4.90 1.98 1.27  -0.171
C -5.92 0.92 0.88  -0.171
N -5.36 -0.40 1.11  0.005
H -3.58 0.13 3.69  0.113
H -3.60 2.32 2.94  0.100
H -5.31 2.15 3.39  0.114
H -4.02 1.88 0.63  0.086
H -5.31 2.98 1.13  0.116
H -6.19 0.99 -0.17  0.116
H -6.84 1.04 1.47  0.117
H -5.25 -1.02 0.32  0.074
C 0.79 -7.71 -4.73  -0.072
C 0.38 -6.30 -4.38  -0.296
C -0.93 -5.98 -4.06  -0.041
C -1.32 -4.68 -3.74  -0.330
C -2.76 -4.44 -3.38  -0.123
C -0.37 -3.64 -3.72  -0.572
Te -0.89 -1.67 -3.12  0.774
C 0.96 -3.96 -4.05  -0.344
C 2.03 -2.91 -4.06  -0.126
C 1.31 -5.27 -4.37  -0.041
H -0.05 -8.39 -4.61  0.064
H 1.60 -8.06 -4.09  0.071
H 1.13 -7.78 -5.77  0.071
H -1.68 -6.77 -4.07  0.103
H -3.38 -5.29 -3.66  0.066
H -3.12 -3.54 -3.88  0.029
H -2.86 -4.27 -2.31  0.067
H 2.14 -2.46 -3.07  0.044
H 1.75 -2.09 -4.73  0.048
H 2.99 -3.33 -4.38  0.069
H 2.35 -5.49 -4.61  0.107

Summary:
HOMO-LUMO gap   4.717 eV
2S+1   1
Total charge   -1
Energy above the lowest of the compared OMol25 structures with the same formula, charge and spin   32.8 kcal per mole

=====

(3)
The following is a DFT calculation (ωB97M-V/def2-TZVPD) of a cluster of 6 separate species, C47H64F6N3O18 in total at a distorted geometry.

Each line ends with the Löwdin charge.
CARTESIAN COORDINATES (ANGSTROEM)
C 5.54 -3.74 3.12  -0.102
C 4.69 -5.07 2.87  -0.224
C 3.15 -4.82 3.12  -0.198
C 2.60 -3.95 1.93  -0.216
C 1.85 -4.77 0.81  -0.172
C 1.58 -3.93 -0.52  -0.147
C 0.12 -3.38 -0.59  -0.100
N -0.22 -2.22 0.30  0.063
C 0.88 -1.25 0.50  -0.168
F 0.68 -0.41 1.64  0.022
C 1.10 -0.26 -0.73  -0.234
C 2.41 -0.58 -1.55  -0.110
C 3.75 -0.41 -0.72  -0.255
N 3.63 0.53 0.43  0.016
O -0.01 -0.45 -1.62  -0.061
C -1.18 -0.21 -0.79  -0.235
C -2.28 0.33 -1.76  -0.099
C -2.20 1.89 -2.08  -0.070
C -0.78 2.51 -1.97  -0.408
O -0.16 2.68 -3.01  0.067
N -0.12 2.91 -0.75  0.103
C -0.98 3.64 0.17  -0.209
C -0.64 5.05 0.42  -0.008
C -1.44 5.82 1.35  -0.063
C -2.59 5.25 2.04  -0.069
C -2.94 3.84 1.82  -0.044
C -2.11 3.08 0.90  -0.036
C -1.57 -1.56 -0.02  -0.246
C -2.28 -1.02 1.31  -0.116
C -3.75 -0.49 1.10  -0.161
C -4.33 -0.17 2.56  -0.233
O -5.20 0.97 2.54  -0.076
C -2.57 -2.46 -0.81  -0.091
C -3.11 -3.74 -0.12  -0.183
C -3.02 -5.00 -0.91  -0.054
C -3.52 -6.27 -0.43  -0.070
C -4.14 -6.36 0.89  -0.074
C -4.26 -5.16 1.70  -0.052
C -3.74 -3.89 1.17  -0.034
H 4.88 -2.84 3.24  0.072
H 6.15 -3.57 2.21  0.044
H 6.23 -3.84 4.00  0.084
H 5.02 -5.90 3.53  0.097
H 4.79 -5.31 1.77  0.111
H 2.56 -5.75 3.32  0.088
H 3.06 -4.19 4.05  0.113
H 1.92 -3.12 2.27  0.103
H 3.47 -3.43 1.44  0.105
H 0.83 -5.03 1.24  0.112
H 2.37 -5.73 0.56  0.118
H 1.70 -4.67 -1.36  0.132
H 2.38 -3.16 -0.68  0.089
H -0.03 -3.02 -1.65  0.145
H -0.52 -4.29 -0.40  0.133
H -0.39 -2.64 1.23  0.193
H 1.87 -1.69 0.73  0.133
H 1.22 0.78 -0.33  0.138
H 2.33 -1.56 -2.09  0.111
H 2.44 0.20 -2.36  0.129
H 4.55 -0.07 -1.44  0.123
H 4.05 -1.43 -0.37  0.088
H 4.42 1.18 0.35  0.078
H 3.86 -0.03 1.25  0.062
H -1.00 0.62 -0.05  0.129
H -3.34 0.13 -1.47  0.084
H -2.14 -0.19 -2.75  0.141
H -2.99 2.39 -1.46  0.105
H -2.52 2.01 -3.14  0.125
H 0.60 3.57 -1.06  0.128
H 0.23 5.53 -0.07  0.098
H -1.21 6.89 1.56  0.104
H -3.25 5.81 2.74  0.101
H -3.78 3.33 2.33  0.097
H -2.35 2.01 0.70  0.075
H -1.74 -0.14 1.76  0.119
H -2.22 -1.83 2.10  0.125
H -4.45 -1.25 0.67  0.113
H -3.78 0.49 0.55  0.085
H -3.49 -0.01 3.29  0.128
H -4.89 -1.08 2.90  0.118
H -5.62 1.00 1.66  0.078
H -2.17 -2.76 -1.82  0.128
H -3.50 -1.90 -1.11  0.128
H -2.55 -4.99 -1.93  0.109
H -3.44 -7.16 -1.09  0.105
H -4.54 -7.36 1.21  0.107
H -4.76 -5.22 2.69  0.106
H -3.89 -3.00 1.82  0.073
C 9.33 -1.95 1.25  -0.046
C 9.18 -0.49 1.55  -0.314
O 7.84 -0.23 1.18  0.143
C 7.17 -1.40 1.38  -0.523
O 5.98 -1.49 1.43  0.128
O 8.02 -2.45 1.51  0.063
F 10.00 0.26 0.77  0.086
H 9.60 -2.14 0.21  0.150
H 10.07 -2.44 1.90  0.147
H 9.33 -0.22 2.60  0.179
C 2.32 -8.81 3.02  -0.069
C 2.57 -9.70 4.20  -0.320
O 3.92 -10.08 4.04  0.145
C 4.52 -9.04 3.38  -0.536
O 5.69 -8.88 3.31  0.187
O 3.60 -8.20 2.83  0.040
F 1.80 -10.82 4.14  0.082
H 2.05 -9.36 2.12  0.147
H 1.56 -8.06 3.22  0.132
H 2.44 -9.22 5.17  0.177
C -6.13 1.52 -4.34  -0.047
C -7.48 1.78 -3.73  -0.311
O -7.33 1.29 -2.41  0.153
C -6.01 1.44 -2.10  -0.524
O -5.57 1.38 -0.99  0.157
O -5.26 1.67 -3.21  0.062
F -8.44 1.07 -4.36  0.089
H -6.03 0.51 -4.74  0.150
H -5.88 2.24 -5.12  0.147
H -7.76 2.84 -3.70  0.181
C 1.46 7.22 -2.89  -0.056
C 0.63 8.37 -3.37  -0.317
O -0.10 8.75 -2.21  0.104
C 0.71 8.41 -1.15  -0.542
O 0.55 8.81 -0.04  0.183
O 1.70 7.57 -1.53  0.068
F -0.25 7.98 -4.32  0.081
H 0.93 6.27 -2.93  0.142
H 2.40 7.13 -3.44  0.145
H 1.20 9.23 -3.73  0.180
C -2.30 10.74 -3.52  -0.066
C -2.40 12.20 -3.18  -0.316
O -3.73 12.52 -3.53  0.139
C -4.45 11.36 -3.37  -0.538
O -5.63 11.31 -3.32  0.183
O -3.63 10.28 -3.27  0.078
F -1.56 12.94 -3.94  0.075
H -2.05 10.57 -4.57  0.149
H -1.58 10.21 -2.90  0.115
H -2.24 12.42 -2.12  0.177

Summary:
HOMO-LUMO gap   8.589 eV
2S+1   1
Total charge   +1
Energy above the lowest of the compared OMol25 structures with the same formula, charge and spin   0.0 kcal per mole

=====

no.,molar mass (g/mol)
1,1286.0
2,1141.7
3,1073.0